# C27H46BrCrNOP2

A structure of composition C27H46BrCrNOP2 at a distorted geometry (the ωB97M-V functional and the def2-TZVPD basis, the Open Molecules 2025 dataset).

Results
Multiplicity ... 5
Orbital gap (alpha / beta) ... 0.1510 / 0.0706 Ha
M ... 594.5 g/mol
HOMO (alpha / beta) ... -11.59 / -11.60 eV
Expectation value of S² ... 6.129
Lowest unoccupied orbital energy (alpha / beta) ... -7.483 / -9.676 eV
Total charge ... +2

Atoms and positions in Å:
N (-0.898, -8.259, -6.375)
C (-0.632, -8.655, -5.126)
C (-0.224, -7.756, -4.131)
C (-0.140, -6.382, -4.442)
C (-0.447, -5.987, -5.760)
C (-0.790, -6.969, -6.698)
C (0.221, -5.406, -3.408)
Cr (0.995, 0.085, 1.169)
P (-3.472, 3.874, 3.655)
C (-0.455, -4.246, -3.204)
C (-0.154, -3.314, -2.142)
C (-0.889, -2.107, -2.018)
C (-0.613, -1.214, -0.984)
C (0.423, -1.491, -0.081)
C (1.125, -2.687, -0.149)
C (0.864, -3.580, -1.196)
Br (0.585, 1.545, 3.006)
H (1.058, -5.694, -2.759)
H (-1.311, -4.010, -3.843)
H (-0.028, -8.113, -3.116)
H (-0.417, -4.937, -6.053)
H (-0.742, -9.721, -4.892)
H (-0.999, -6.686, -7.733)
H (-1.675, -1.889, -2.746)
H (1.451, -4.498, -1.279)
H (-1.219, -0.313, -0.868)
H (1.866, -2.971, 0.606)
P (1.503, 1.646, -0.514)
C (-3.693, 2.068, 3.958)
C (-5.093, 1.761, 4.510)
H (-2.915, 1.777, 4.677)
H (-3.510, 1.528, 3.017)
H (-5.072, 0.807, 5.054)
H (-5.427, 2.545, 5.202)
H (-5.836, 1.670, 3.707)
C (-3.740, 3.886, 1.830)
C (-4.199, 5.252, 1.303)
H (-4.506, 3.121, 1.635)
H (-2.803, 3.571, 1.348)
H (-4.691, 5.120, 0.330)
H (-4.915, 5.725, 1.988)
H (-3.351, 5.935, 1.158)
C (-1.633, 3.985, 3.707)
C (-1.125, 4.594, 5.015)
H (-1.314, 4.577, 2.837)
H (-1.230, 2.967, 3.572)
H (-0.106, 4.972, 4.868)
H (-1.770, 5.425, 5.326)
H (-1.088, 3.855, 5.825)
C (2.718, 2.809, 0.166)
C (3.905, 3.126, -0.745)
H (3.031, 2.398, 1.140)
H (2.146, 3.720, 0.395)
H (4.571, 2.261, -0.862)
H (3.569, 3.448, -1.740)
H (4.489, 3.946, -0.307)
C (0.033, 2.616, -0.958)
C (-0.545, 2.377, -2.357)
H (0.308, 3.673, -0.818)
H (-0.696, 2.362, -0.170)
H (-0.002, 2.945, -3.123)
H (-0.542, 1.320, -2.646)
H (-1.586, 2.722, -2.369)
C (2.137, 0.797, -1.999)
C (3.251, -0.200, -1.662)
H (2.462, 1.558, -2.728)
H (1.267, 0.275, -2.427)
H (3.155, -1.095, -2.288)
H (4.249, 0.216, -1.835)
H (3.206, -0.527, -0.612)
C (3.430, -0.842, 4.081)
C (3.811, -0.299, 2.724)
O (2.838, -0.729, 1.708)
H (2.443, -0.480, 4.377)
H (4.168, -0.510, 4.808)
H (3.423, -1.935, 4.109)
H (3.805, 0.797, 2.706)
H (4.803, -0.649, 2.395)
H (3.187, -1.506, 1.251)

# C2H2N3O

A cluster of 2 separate species, C2H2N3O in total at a distorted geometry (the ωB97M-V functional and the def2-TZVPD basis, the Open Molecules 2025 dataset).

Results
Multiplicity ... 1
Orbital gap (alpha / beta) ... 0.2990 / 0.2803 Ha
M ... 84.1 g/mol
HOMO (alpha / beta) ... -17.04 / -16.93 eV
Relative energy (zero: lowest compared OMol25 entry of this formula, charge and spin) ... 148.9 kcal per mole
Lowest unoccupied orbital energy (alpha / beta) ... -8.903 / -9.308 eV
Total charge ... +1

Atoms and positions in Å:
C (0.883, -0.757, -1.207)
C (0.525, 0.017, -0.155)
N (1.283, -1.451, -2.022)
N (0.931, 0.793, 0.667)
N (-1.412, -0.372, 0.309)
O (1.157, 1.627, 1.414)
H (-1.220, 0.050, 1.288)
H (-2.146, 0.092, -0.293)

# C14H11BrIN3OSTl

A structure of composition C14H11BrIN3OSTl (the ωB97M-V functional and the def2-TZVPD basis, the Open Molecules 2025 dataset).

Results
Multiplicity ... 1
Orbital gap ... 0.2362 Ha
M ... 680.5 g/mol
HOMO ... -3.95 eV
Lowest unoccupied orbital energy ... 2.481 eV
Total charge ... -1

Atoms and positions in Å:
Tl (0.203, -1.819, -2.190)
N (3.586, -2.794, 1.169)
C (2.499, -2.360, 0.423)
S (2.916, -1.664, -1.109)
N (1.358, -2.559, 0.995)
N (0.184, -2.224, 0.342)
C (-0.810, -2.235, 1.156)
C (-2.211, -1.966, 0.907)
C (-3.096, -2.287, 1.946)
C (-4.462, -2.143, 1.829)
C (-4.984, -1.663, 0.626)
C (-4.143, -1.292, -0.397)
C (-2.731, -1.394, -0.295)
O (-1.986, -0.975, -1.260)
H (4.451, -2.333, 0.947)
H (3.391, -2.919, 2.152)
H (-0.571, -2.508, 2.186)
H (-2.680, -2.679, 2.869)
H (-5.117, -2.401, 2.652)
H (-6.058, -1.586, 0.496)
H (-4.536, -0.917, -1.335)
Br (-0.901, 4.662, -1.377)
C (0.884, 4.020, -1.260)
C (1.906, 4.959, -1.238)
C (3.222, 4.537, -1.153)
C (3.505, 3.181, -1.091)
C (2.477, 2.252, -1.112)
C (1.149, 2.658, -1.199)
I (-0.355, 1.140, -1.177)
H (1.663, 6.012, -1.285)
H (4.018, 5.271, -1.138)
H (4.528, 2.832, -1.019)
H (2.701, 1.194, -1.060)

# C39H42BrCl2NO4PtS

A structure of composition C39H42BrCl2NO4PtS at a distorted geometry (the ωB97M-V functional and the def2-TZVPD basis, the Open Molecules 2025 dataset).

Results
Multiplicity ... 2
Orbital gap (alpha / beta) ... 0.1926 / 0.2052 Ha
M ... 966.7 g/mol
HOMO (alpha / beta) ... -3.76 / -4.09 eV
Relative energy (zero: lowest compared OMol25 entry of this formula, charge and spin) ... 16.1 kcal per mole
Expectation value of S² ... 0.755
Lowest unoccupied orbital energy (alpha / beta) ... 1.482 / 1.496 eV
Total charge ... -1

Atoms and positions in Å:
Pt (0.293, -1.568, -1.120)
C (-4.123, 1.857, 4.033)
C (-2.973, 1.112, 4.724)
C (-2.248, 2.080, 5.671)
C (-3.581, -0.049, 5.523)
C (-1.969, 0.560, 3.721)
C (-1.957, 0.940, 2.389)
C (-0.997, 0.435, 1.545)
Br (-1.002, 1.062, -0.270)
C (-0.002, -0.505, 1.912)
O (0.875, -0.912, 1.085)
C (-0.036, -0.894, 3.298)
C (-0.980, -0.338, 4.132)
C (1.000, -1.884, 3.811)
C (0.904, -2.107, 5.325)
C (0.773, -3.233, 3.111)
C (2.411, -1.370, 3.489)
H (-4.884, 2.120, 4.768)
H (-4.581, 1.224, 3.276)
H (-3.780, 2.776, 3.561)
H (-2.954, 2.533, 6.365)
H (-1.762, 2.872, 5.105)
H (-1.482, 1.563, 6.243)
H (-4.336, 0.310, 6.220)
H (-2.827, -0.582, 6.092)
H (-4.048, -0.754, 4.839)
H (-2.676, 1.629, 1.981)
H (-0.964, -0.614, 5.172)
H (-0.054, -2.546, 5.596)
H (1.040, -1.175, 5.873)
H (1.689, -2.793, 5.637)
H (-0.215, -3.623, 3.352)
H (1.520, -3.961, 3.427)
H (0.842, -3.119, 2.032)
H (2.580, -0.399, 3.954)
H (2.528, -1.269, 2.414)
H (3.156, -2.074, 3.859)
Cl (-3.251, -1.422, -1.480)
C (-3.247, -0.039, -2.512)
C (-4.213, 0.931, -2.304)
C (-4.157, 2.128, -2.995)
C (-3.144, 2.346, -3.912)
C (-2.227, 1.344, -4.161)
Cl (-1.008, 1.617, -5.363)
C (-2.230, 0.122, -3.467)
N (-1.220, -0.793, -3.668)
C (-1.391, -2.164, -3.944)
C (-2.662, -2.695, -4.145)
C (-2.834, -4.041, -4.407)
C (-1.729, -4.868, -4.504)
C (-0.462, -4.333, -4.371)
C (-0.259, -2.984, -4.099)
C (1.144, -2.459, -4.086)
C (2.075, -3.273, -3.106)
O (2.780, -4.148, -3.585)
O (2.035, -2.932, -1.896)
H (-4.974, 0.755, -1.559)
H (-4.891, 2.898, -2.807)
H (-3.056, 3.288, -4.431)
H (-0.423, -0.389, -4.146)
H (-3.522, -2.041, -4.124)
H (-3.830, -4.432, -4.555)
H (-1.853, -5.918, -4.718)
H (0.408, -4.962, -4.479)
H (1.210, -1.414, -3.784)
H (1.571, -2.574, -5.088)
S (-1.620, -4.325, -0.189)
C (-0.904, -3.012, -0.619)
C (4.891, 5.630, -1.671)
C (4.294, 4.257, -1.586)
C (3.210, 3.897, -2.378)
C (2.629, 2.649, -2.311)
C (1.478, 2.340, -3.220)
C (3.128, 1.684, -1.392)
C (2.515, 0.413, -1.210)
O (1.498, 0.005, -1.841)
C (4.254, 2.044, -0.594)
C (4.856, 1.076, 0.383)
C (4.805, 3.302, -0.709)
H (4.433, 6.203, -2.476)
H (5.964, 5.571, -1.853)
H (4.743, 6.179, -0.740)
H (2.806, 4.628, -3.066)
H (1.243, 3.204, -3.842)
H (0.592, 2.074, -2.642)
H (1.725, 1.499, -3.869)
H (2.941, -0.232, -0.439)
H (4.143, 0.815, 1.166)
H (5.730, 1.521, 0.856)
H (5.168, 0.159, -0.116)
H (5.656, 3.568, -0.095)

# C6H16N

The ion C6H16N with charge +1 at a distorted geometry (the ωB97M-V functional and the def2-TZVPD basis, the Open Molecules 2025 dataset).

Results
Multiplicity ... 1
Orbital gap ... 0.3897 Ha
M ... 102.2 g/mol
HOMO ... -14.36 eV
Relative energy (zero: lowest compared OMol25 entry of this formula, charge and spin) ... 73.6 kcal per mole
Lowest unoccupied orbital energy ... -3.760 eV
Total charge ... +1
SMILES ... CCCCCC[NH3+]

Atoms and positions in Å:
C (0.075, 2.599, -1.006)
C (0.831, 1.353, -0.600)
C (0.234, 0.210, -1.511)
C (-0.757, -0.676, -0.914)
C (-0.282, -1.819, 0.172)
C (0.448, -1.302, 1.334)
N (-0.445, -0.536, 2.196)
H (0.230, 3.443, -0.186)
H (0.288, 3.139, -1.948)
H (-0.907, 2.409, -1.261)
H (0.466, 1.232, 0.637)
H (1.974, 1.331, -0.666)
H (-0.204, 0.626, -2.496)
H (1.079, -0.336, -1.722)
H (-1.567, -0.023, -0.464)
H (-0.984, -1.420, -1.691)
H (-1.054, -2.607, 0.257)
H (0.380, -2.609, -0.460)
H (1.189, -0.551, 0.920)
H (1.083, -2.073, 1.773)
H (-1.098, -1.304, 2.619)
H (-0.064, 0.159, 2.927)
H (-0.991, 0.145, 1.541)

# C30H27NO4S

A cluster of 2 separate species, C30H27NO4S in total at a distorted geometry (the ωB97M-V functional and the def2-TZVPD basis, the Open Molecules 2025 dataset).

Results
Multiplicity ... 1
Orbital gap ... 0.0864 Ha
M ... 497.6 g/mol
HOMO ... -5.63 eV
Lowest unoccupied orbital energy ... -3.282 eV

Atoms and positions in Å:
C (-0.661, -6.973, 0.180)
C (0.072, -5.712, -0.119)
C (0.506, -5.420, -1.409)
C (1.185, -4.255, -1.686)
C (1.452, -3.319, -0.672)
C (2.147, -2.102, -0.951)
C (2.349, -1.115, -0.009)
C (3.035, 0.063, -0.221)
C (3.257, 1.045, 0.795)
C (3.909, 2.258, 0.509)
C (4.133, 3.190, 1.496)
C (3.728, 2.963, 2.808)
C (3.992, 3.967, 3.875)
C (3.079, 1.769, 3.100)
C (2.847, 0.834, 2.123)
C (1.004, -3.627, 0.624)
C (0.333, -4.793, 0.890)
H (-0.928, -7.033, 1.237)
H (-1.583, -7.033, -0.400)
H (-0.048, -7.845, -0.057)
H (0.292, -6.121, -2.198)
H (1.504, -4.042, -2.692)
H (2.529, -1.948, -1.945)
H (1.916, -1.266, 0.960)
H (3.430, 0.249, -1.204)
H (4.230, 2.455, -0.500)
H (4.631, 4.116, 1.263)
H (3.614, 3.627, 4.841)
H (5.063, 4.146, 3.983)
H (3.509, 4.918, 3.644)
H (2.757, 1.575, 4.110)
H (2.351, -0.081, 2.389)
H (1.190, -2.946, 1.434)
H (-0.001, -4.998, 1.894)
C (4.380, -8.837, -0.204)
C (5.729, -8.852, -0.491)
C (6.281, -7.836, -1.244)
C (5.486, -6.810, -1.699)
S (6.203, -5.506, -2.701)
C (6.672, -4.303, -1.459)
C (7.280, -3.126, -1.791)
C (7.642, -2.183, -0.783)
C (8.247, -1.008, -1.110)
C (8.524, -0.701, -2.438)
N (9.165, 0.556, -2.755)
O (9.398, 0.825, -3.943)
O (9.458, 1.320, -1.824)
C (8.186, -1.596, -3.447)
C (7.581, -2.778, -3.143)
O (7.495, -6.010, -3.296)
O (5.100, -4.862, -3.506)
C (4.143, -6.789, -1.405)
C (3.587, -7.804, -0.654)
H (3.944, -9.642, 0.364)
H (6.349, -9.657, -0.132)
H (7.330, -7.840, -1.492)
H (6.455, -4.552, -0.442)
H (7.434, -2.408, 0.247)
H (8.525, -0.292, -0.355)
H (8.411, -1.338, -4.468)
H (7.321, -3.474, -3.921)
H (3.532, -5.980, -1.773)
H (2.534, -7.788, -0.424)

# C4H6F3IO

A cluster of 2 separate species, C4H6F3IO in total at a distorted geometry (the ωB97M-V functional and the def2-TZVPD basis, the Open Molecules 2025 dataset).

Results
Multiplicity ... 1
Orbital gap (alpha / beta) ... 0.3051 / 0.2874 Ha
M ... 254.0 g/mol
HOMO (alpha / beta) ... -8.46 / -8.34 eV
Relative energy (zero: lowest compared OMol25 entry of this formula, charge and spin) ... 0.0 kcal per mole
Lowest unoccupied orbital energy (alpha / beta) ... -0.159 / -0.515 eV

Atoms and positions in Å:
C (1.024, 0.860, 0.229)
C (0.033, -0.262, 0.468)
C (-2.087, 0.693, 1.257)
C (-1.585, 1.594, 2.335)
O (-2.839, -0.363, 1.670)
F (-1.038, 2.764, 1.851)
F (-2.487, 1.902, 3.268)
F (-0.484, 1.082, 3.031)
I (-2.951, 1.541, -0.477)
H (0.595, 1.780, 0.666)
H (2.092, 0.609, 0.669)
H (1.059, 0.825, -0.829)
H (-0.032, -0.492, 1.548)
H (-0.345, -0.829, -0.301)
H (-3.557, -0.075, 2.284)

# C2H10N2O

A cluster of 3 separate species, C2H10N2O in total at a distorted geometry (the ωB97M-V functional and the def2-TZVPD basis, the Open Molecules 2025 dataset).

Results
Multiplicity ... 1
Orbital gap ... 0.1826 Ha
M ... 78.1 g/mol
HOMO ... -7.88 eV
Relative energy (zero: lowest compared OMol25 entry of this formula, charge and spin) ... 158.4 kcal per mole
Lowest unoccupied orbital energy ... -2.916 eV

Atoms and positions in Å:
C (0.636, -2.254, -0.039)
N (1.127, 2.273, 1.835)
H (1.380, -1.533, 0.393)
H (0.736, -2.475, -1.119)
H (0.275, -3.007, 0.690)
H (1.861, 2.742, 1.349)
H (1.663, 1.858, 2.612)
H (0.501, 2.957, 2.232)
N (-1.570, 0.434, -0.433)
C (-1.305, -0.393, -1.592)
O (-1.567, 0.242, -2.668)
H (-1.150, -0.118, 0.310)
H (-0.989, 1.311, -0.571)
H (-1.454, -1.477, -1.460)
H (-0.144, -0.559, -1.541)